(1)
The following is a quantum chemistry calculation of a molecular structure, C21H26AuN8OSSi in a non-equilibrium geometry, from OMol25.

Geometry as XYZ:
```
59
Properties=species:S:1:pos:R:3:forces:R:3
Au 0.175502 -0.450433 -0.051544 0.03 -0.02 0.07
C -2.330322 -1.161400 1.800691 0.14 -0.16 0.05
Si -2.833212 0.407391 0.964050 0.18 -0.01 -0.23
C -2.887639 1.769344 2.207408 0.06 0.18 0.15
C -4.465500 0.132930 0.118232 -0.17 0.04 -0.16
N -1.556553 0.783968 -0.288559 -0.07 -0.08 0.00
C -1.558118 1.841917 -1.094083 -0.16 0.16 -0.02
C -2.630114 2.801821 -1.082852 0.07 -0.09 0.02
C -2.598766 3.931717 -1.840901 0.08 0.00 -0.05
C -1.505042 4.175849 -2.692987 -0.03 0.05 0.00
C -0.460083 3.277122 -2.779469 -0.04 0.01 0.01
C -0.473467 2.123198 -2.013171 -0.06 -0.06 -0.01
O 0.463141 1.167322 -2.129094 0.05 -0.07 0.02
C 1.778829 1.450851 -2.525894 -0.21 0.03 0.07
C 2.368215 0.539489 -3.376580 0.09 0.02 -0.08
C 3.697755 0.729428 -3.729408 -0.03 0.00 -0.01
C 4.408856 1.809438 -3.225692 -0.04 0.00 0.02
C 3.793069 2.700691 -2.356899 -0.01 0.01 0.00
C 2.464393 2.527165 -1.995434 0.12 -0.01 0.04
H -3.124538 -1.443042 2.498251 0.01 0.00 -0.01
H -1.417327 -1.031047 2.387422 -0.02 -0.05 0.01
H -2.187052 -1.993988 1.108607 -0.03 -0.01 0.03
H -3.661174 1.533877 2.943620 0.02 0.02 0.01
H -3.102285 2.755225 1.796682 -0.01 0.00 0.01
H -1.931004 1.821547 2.732644 -0.02 0.03 0.01
H -5.138293 -0.340309 0.838470 0.00 0.00 -0.02
H -4.387003 -0.542369 -0.737126 0.00 -0.02 0.03
H -4.950857 1.046314 -0.225968 -0.01 -0.02 0.00
H -3.473004 2.622821 -0.433453 0.01 -0.01 0.01
H -3.413709 4.640204 -1.790652 0.00 0.00 -0.01
H -1.487109 5.069416 -3.302356 -0.01 -0.01 0.00
H 0.364653 3.454655 -3.455025 0.00 -0.01 0.00
H 1.792494 -0.297269 -3.748949 0.00 0.00 -0.01
H 4.174263 0.031150 -4.404122 0.01 0.00 0.01
H 5.443824 1.953533 -3.503272 0.00 0.00 0.00
H 4.348631 3.533651 -1.947476 0.00 0.00 -0.01
H 1.982641 3.205477 -1.302840 -0.01 0.00 -0.01
S 1.152649 1.366370 1.381456 -0.17 -0.31 0.39
C 0.940559 0.405200 2.755579 0.04 0.66 -0.37
N 0.841506 -0.266019 3.695453 -0.71 0.56 0.02
N -1.991385 -2.085327 -1.830670 0.03 0.08 0.03
C -2.513652 -3.287408 -2.132039 0.00 0.00 -0.02
C -1.625385 -4.234841 -1.680395 0.01 0.03 0.03
C -0.577118 -3.499007 -1.109237 0.07 -0.04 0.00
N -0.806763 -2.197535 -1.209497 -0.02 0.06 0.00
H -2.365995 -1.170117 -2.017722 0.01 0.00 -0.01
H -3.457839 -3.377363 -2.641995 0.01 0.00 0.00
H -1.722850 -5.303422 -1.747579 0.02 0.00 -0.01
H 0.328055 -3.845158 -0.637470 -0.02 0.01 0.01
N 2.779695 -1.950309 3.569364 0.98 -0.84 -0.69
C 3.730832 -2.585700 2.872213 -0.23 0.24 0.68
N 4.717977 -3.196967 3.533798 0.15 -0.10 -0.13
N 3.762440 -2.653420 1.542012 -0.21 0.00 -0.35
C 2.765129 -2.112029 0.919194 0.30 -0.04 0.55
N 1.860922 -1.621277 0.390655 -0.26 -0.12 -0.42
H 2.810934 -1.887983 4.571374 -0.07 0.04 0.00
H 2.055727 -1.421234 3.098056 0.12 -0.19 0.32
H 4.799306 -3.161718 4.532793 -0.02 0.01 -0.01
H 5.427403 -3.664125 2.997217 0.01 0.00 0.02
```
Positions in Å, forces in eV/Å.

Calculated values
2S+1: 3
expectation value of S²: 2.042
energy: -2152.31078 a.u.
lowest unoccupied orbital energy (alpha / beta): -1.77 / -4.84 eV
net charge: +1
HOMO-LUMO gap (alpha / beta): 8.6 / 6.6 eV

(2)
The following is a quantum chemistry calculation of a molecular structure, C21H26Br2N3O3PZr, from OMol25.

Geometry as XYZ:
```
57
Properties=species:S:1:pos:R:3:forces:R:3
Zr -0.614784 0.630920 0.030538 0.07 -0.23 -0.02
C -2.142015 1.163677 -3.054607 0.00 0.01 -0.01
C -0.674621 0.915135 -3.211515 -0.03 0.00 0.04
C -0.135931 0.746746 -4.478424 0.03 0.01 -0.02
C 1.229863 0.603760 -4.642286 -0.03 0.01 -0.02
C 2.050367 0.688538 -3.522900 -0.01 0.02 0.03
C 1.474294 0.869956 -2.286115 -0.02 -0.03 -0.05
N 0.122335 0.927087 -2.107610 0.01 -0.05 0.08
C 2.262495 1.076567 -1.062826 0.10 0.01 -0.06
C 3.615654 1.345727 -1.061281 0.02 0.02 0.06
C 4.246043 1.626225 0.145956 -0.05 -0.01 -0.02
C 3.505913 1.625798 1.319614 0.01 -0.02 -0.04
C 2.157118 1.328632 1.265670 0.01 0.11 0.04
N 1.541677 1.056169 0.085380 -0.04 0.11 0.12
C 1.288946 1.254153 2.449125 -0.05 -0.01 0.03
C 1.735508 1.486241 3.727440 0.00 0.11 -0.08
C 0.859397 1.304963 4.796079 -0.04 -0.04 0.06
C -0.403577 0.810993 4.544769 0.05 0.03 0.01
C -0.801952 0.556567 3.238805 0.02 -0.17 -0.02
C -2.102208 -0.142590 2.998316 -0.14 0.23 -0.13
N 0.008388 0.846021 2.189917 0.04 -0.18 -0.01
H -2.634526 1.156997 -4.024785 0.00 -0.01 0.00
H -2.310938 2.151287 -2.618659 0.01 0.00 -0.02
H -2.642802 0.412203 -2.444663 0.02 -0.01 0.00
H -0.797167 0.744997 -5.334612 0.00 0.00 0.00
H 1.656045 0.459938 -5.627638 0.00 0.00 0.00
H 3.122899 0.620813 -3.630110 0.00 0.00 -0.01
H 4.178911 1.375963 -1.982121 0.00 0.00 -0.01
H 5.304344 1.856254 0.168253 0.00 0.00 0.00
H 3.989370 1.851647 2.258191 0.00 0.00 0.00
H 2.751381 1.800429 3.914866 0.00 0.01 0.00
H 1.186856 1.494644 5.810946 0.00 0.02 0.00
H -1.079952 0.573321 5.355883 -0.01 0.03 0.00
H -2.256399 -0.899945 3.767474 0.01 0.00 -0.03
H -2.127867 -0.676302 2.041686 -0.06 0.08 0.01
H -2.945962 0.546290 3.054800 -0.04 0.00 0.01
Br -3.441140 1.403214 0.131734 0.19 0.17 0.20
C -2.991287 3.306984 0.101753 0.06 -0.06 0.01
Br -1.042774 3.460809 0.037360 -0.13 -0.04 -0.02
H -3.349993 3.762720 1.019018 0.03 -0.02 0.02
H -3.409658 3.754617 -0.794230 0.03 -0.03 -0.02
C -1.584796 -4.263971 1.652119 -0.06 -0.03 0.03
O -1.213604 -2.823973 1.513612 0.11 -0.09 -0.06
P -0.170617 -2.156703 0.590224 0.06 0.18 -0.16
O 0.377934 -3.276769 -0.330459 -0.07 0.04 0.01
C 1.728314 -3.435002 -0.895274 0.05 -0.02 -0.01
O -1.283552 -1.253698 -0.557630 -0.05 -0.12 0.01
C -2.176351 -1.988753 -1.480719 -0.10 -0.08 0.00
H -2.663906 -4.276948 1.755634 0.00 0.00 -0.01
H -1.101293 -4.624661 2.553203 0.01 0.00 -0.01
H -1.257729 -4.810966 0.774680 0.01 0.00 0.01
H 2.081596 -4.408617 -0.572397 0.00 0.01 0.01
H 2.382709 -2.647588 -0.525443 0.00 0.00 0.00
H 1.631654 -3.404476 -1.975423 -0.02 0.01 0.00
H -1.872230 -1.765288 -2.498792 0.02 0.02 0.00
H -3.202895 -1.688988 -1.285612 0.02 0.03 -0.01
H -2.057509 -3.051775 -1.286899 0.01 0.01 0.02
```
Positions in Å, forces in eV/Å.

Calculated values
energy above the lowest of the compared OMol25 structures with the same formula, charge and spin: 0.0 kJ/mol
energy: -6740.91186 a.u.
lowest unoccupied orbital energy: -13.72 eV
net charge: +4
HOMO-LUMO gap: 6.9 eV

(3)
The following is a quantum chemistry calculation of a molecular structure, C21H26BrI2NO8PY, from OMol25.

Geometry as XYZ:
```
61
Properties=species:S:1:pos:R:3:forces:R:3
Y 2.026152 0.760520 -0.335225 -0.13 -0.46 0.36
O 5.857840 0.462805 -0.282638 0.03 -0.10 0.12
C 4.824602 -0.126469 0.011451 0.12 -0.03 0.10
O 3.919613 0.248777 0.839052 -0.24 0.29 -0.48
C 4.417614 -1.363034 -0.767772 0.05 0.21 0.27
C 5.178063 -2.506849 -0.883429 -0.01 -0.08 -0.30
C 4.662510 -3.542527 -1.647902 -0.03 0.02 0.00
C 3.434043 -3.382106 -2.277303 0.02 0.04 0.03
C 2.736223 -2.200534 -2.091955 0.00 -0.07 -0.04
N 3.208551 -1.217202 -1.324338 0.01 0.04 -0.02
H 6.143813 -2.566793 -0.402855 0.00 0.01 -0.01
H 5.216786 -4.465388 -1.759284 -0.01 -0.01 -0.01
H 3.014620 -4.164299 -2.893708 -0.01 0.00 0.00
H 1.767405 -2.028331 -2.544928 0.01 0.00 0.00
C -3.019887 1.948565 1.646873 0.01 0.02 0.00
C -2.377050 0.627581 2.032497 -0.05 -0.03 -0.04
C -1.510849 0.782962 3.271381 0.03 -0.01 -0.01
C -3.428541 -0.452972 2.233652 0.00 0.02 -0.01
O -1.586467 0.262322 0.856097 0.14 -0.02 0.02
P -0.235791 -0.557357 0.793480 -0.36 0.19 0.01
O 0.887525 0.108008 1.563399 0.06 0.08 -0.04
O 0.181879 -0.577300 -0.666275 0.12 -0.09 -0.07
O -0.550400 -1.965920 1.421499 0.11 -0.07 -0.01
C -0.947374 -3.193200 0.720345 -0.04 0.03 0.02
C -2.058185 -2.900611 -0.277850 0.04 0.00 0.03
C 0.284224 -3.760081 0.037241 0.00 0.00 0.00
C -1.430150 -4.110373 1.830178 0.01 0.01 -0.02
H -3.683805 2.287930 2.443179 0.00 0.01 0.00
H -3.597893 1.833362 0.729686 0.00 0.00 0.00
H -2.252995 2.706179 1.480756 -0.01 0.00 0.01
H -2.139840 1.121814 4.095657 0.00 0.00 0.00
H -0.720531 1.513222 3.105869 0.00 0.00 0.01
H -1.051145 -0.164060 3.557441 0.01 0.01 0.00
H -4.092635 -0.179654 3.055240 0.02 0.01 0.00
H -2.954432 -1.403988 2.475334 -0.01 -0.01 0.00
H -4.027304 -0.568061 1.329459 0.00 -0.02 0.00
H -1.719757 -2.209393 -1.049354 -0.01 0.01 -0.01
H -2.921485 -2.472333 0.229402 -0.02 0.01 -0.01
H -2.367031 -3.830631 -0.757641 0.01 0.00 0.01
H 0.607477 -3.093257 -0.759323 0.01 -0.01 0.01
H 0.052246 -4.735765 -0.392465 0.00 0.00 -0.01
H 1.094642 -3.877544 0.757870 0.01 0.00 -0.01
H -2.309742 -3.690169 2.318301 0.01 -0.01 0.02
H -0.644863 -4.246100 2.573806 -0.01 0.00 0.01
H -1.695538 -5.084300 1.417422 0.00 0.00 0.00
I 4.545794 2.956183 -0.925900 -0.07 0.29 -0.15
I 3.170501 5.044724 -1.923650 0.18 -0.24 0.12
Br 0.723522 3.285744 0.744307 -0.08 0.12 -0.01
C -0.407159 4.007592 -0.634642 0.14 -0.11 0.09
C -1.109923 5.132672 -0.232691 -0.04 -0.01 -0.06
C -2.005732 5.719704 -1.110775 0.01 0.00 0.03
C -2.198879 5.166037 -2.367670 -0.03 0.04 -0.01
C -1.490742 4.038918 -2.740033 0.04 -0.03 0.02
C -0.563853 3.432523 -1.889362 -0.05 0.13 -0.01
C 0.173040 2.236452 -2.468410 0.09 -0.07 -0.15
O -0.331628 1.629883 -3.387364 -0.02 0.01 0.00
O 1.344248 1.984215 -1.962342 -0.04 -0.13 0.21
H -0.958054 5.538813 0.757746 0.00 0.00 0.00
H -2.551599 6.602227 -0.803872 0.00 0.00 -0.01
H -2.902611 5.613753 -3.056963 0.01 -0.01 0.00
H -1.629067 3.583091 -3.710694 0.00 0.00 0.00
```
Positions in Å, forces in eV/Å.

Calculated values
energy above the lowest of the compared OMol25 structures with the same formula, charge and spin: 72.9 kJ/mol
energy: -5022.01164 a.u.
lowest unoccupied orbital energy: -1.23 eV
net charge: 0
HOMO-LUMO gap: 7.9 eV

(4)
The following is a quantum chemistry calculation of 2 unconnected molecules or ions with the total composition C21H26ClN5O3 in a non-equilibrium geometry, from OMol25.

Geometry as XYZ:
```
56
Properties=species:S:1:pos:R:3:forces:R:3
O 2.804498 -0.772250 3.036097 -0.52 0.45 0.09
O -4.373314 -3.446282 -6.125788 -0.21 -0.18 0.11
O -0.150172 -0.769129 -3.503290 -0.31 0.47 -0.19
Cl 1.366888 -0.432462 9.525495 0.02 0.06 -0.41
N -0.380237 3.478096 4.791983 0.51 0.93 -0.58
C 2.180589 0.146274 3.567141 1.20 -0.56 -1.91
C -3.565199 -2.544956 -6.275534 -1.05 -0.87 -1.18
C -0.549807 -1.486596 -4.407434 -0.38 0.69 0.94
C -0.023232 4.670364 4.293322 0.40 -0.39 -0.53
C 0.237393 2.394479 4.318699 0.20 1.55 -0.64
C 0.962025 4.805290 3.312908 -0.15 -0.09 0.16
C 2.721835 -0.797007 7.188280 0.13 -0.06 -0.17
C 2.902667 -0.654616 5.810804 -0.44 0.30 0.22
C 0.648060 0.415408 7.031754 0.26 -0.35 0.57
C 1.596837 3.669845 2.812126 -0.48 -0.09 0.53
C 1.593974 -0.259060 7.804432 -0.12 0.10 -0.81
C 1.963707 0.042656 5.023981 -0.40 0.65 0.97
C 0.822277 0.569835 5.653554 0.66 -0.77 0.91
C 1.222556 2.412531 3.304014 -0.07 0.52 0.15
N -0.162464 1.252291 4.955921 -0.62 -1.21 -0.29
N 0.089464 -2.642428 -4.622919 0.21 -1.19 -0.91
N 1.804435 1.238359 2.768631 -0.14 -0.26 1.25
N -2.812427 -2.146479 -5.252372 1.64 0.57 0.74
C -3.409156 -1.899221 -7.638745 0.00 0.07 0.38
C -0.164702 -3.644812 -5.658137 -0.25 0.19 0.28
C 0.671194 0.044776 -0.656705 -0.24 -0.08 0.20
C 1.835153 1.085276 1.304638 -0.14 -0.62 -0.02
C 0.635667 0.253206 0.850753 0.24 -0.05 -0.30
C -2.462696 0.207784 -4.757260 0.81 -0.09 0.14
C -1.794900 -1.090902 -5.241206 -0.62 0.11 0.04
H -0.509574 5.563611 4.673674 -0.14 -0.24 0.09
H 1.224185 5.793399 2.950038 0.01 -0.13 0.05
H 3.455345 -1.330986 7.784385 -0.10 0.08 -0.11
H 3.782707 -1.092291 5.344371 -0.27 0.16 -0.03
H -0.227096 0.829492 7.519857 0.03 0.02 -0.09
H 2.371602 3.768143 2.057068 -0.13 -0.12 0.11
H -1.000452 1.447743 5.493294 0.27 -0.05 0.06
H 0.860302 -2.808471 -3.992796 -0.11 0.16 -0.02
H -3.000036 -2.614154 -4.379276 -0.10 -0.05 0.03
H -3.529053 -0.821856 -7.551501 0.16 0.16 -0.16
H -2.429908 -2.138788 -8.047148 0.12 0.14 -0.12
H -4.180639 -2.291346 -8.299850 0.10 -0.04 0.18
H -1.068672 -4.210661 -5.423391 0.06 -0.04 -0.19
H 0.674503 -4.341035 -5.706319 -0.05 0.21 0.02
H -0.279585 -3.166790 -6.632023 0.00 -0.10 -0.02
H 1.585462 -0.477307 -0.955111 -0.13 0.06 -0.05
H -0.188817 -0.559406 -0.957426 0.22 0.14 -0.19
H 0.625640 1.003074 -1.183198 -0.01 -0.16 -0.08
H 2.769430 0.607810 0.987565 -0.18 0.00 0.29
H 1.798571 2.052508 0.795979 -0.01 0.03 0.43
H 0.645778 -0.723704 1.345003 0.06 0.19 0.10
H -0.292379 0.763232 1.129499 0.08 0.00 0.10
H -3.323513 0.448374 -5.381241 0.05 -0.14 -0.04
H -2.792491 0.092136 -3.723696 0.04 0.06 -0.06
H -1.747892 1.029729 -4.808218 -0.09 0.04 0.13
H -1.434330 -0.922723 -6.254681 -0.06 -0.19 -0.23
```
Positions in Å, forces in eV/Å.

Calculated values
structure (SMILES): CCCN1C(=O)c2ccc(Cl)cc2Nc2ncccc21.CNC(=O)[C@H](C)NC(C)=O
energy: -1775.57503 a.u.
lowest unoccupied orbital energy: 0.48 eV
net charge: 0
HOMO-LUMO gap: 8.8 eV